#w
A structure of composition C6H15NO, computed with the ωB97M-V functional and the def2-TZVPD basis.

Geometry (Å):
O  -0.973  1.645  0.071
N  0.912  -1.883  -0.059
C  -1.247  -1.146  -1.169
C  0.280  1.008  -0.006
C  -0.304  -1.160  0.004
C  1.179  1.313  1.172
C  -0.956  -1.217  1.359
C  0.890  1.308  -1.350
H  2.088  0.707  1.143
H  -1.973  -0.338  -1.094
H  0.160  1.159  -2.145
H  -0.706  -1.056  -2.111
H  0.786  -0.533  -0.013
H  -1.405  -2.210  1.459
H  0.677  1.105  2.121
H  1.754  0.664  -1.541
H  -1.777  -2.104  -1.176
H  -1.270  1.641  0.987
H  1.475  2.369  1.169
H  1.135  -2.032  -1.043
H  1.234  2.348  -1.400
H  -1.745  -0.475  1.474
H  -0.215  -1.116  2.151

Calculated values
spin multiplicity = 1
charge = 0
LUMO energy = 0.027 Ha
M = 117.2 Da

=====

#x
An isolated molecule of C6H15NO, computed with the ωB97M-V functional and the def2-TZVPD basis.

Geometry (Å):
O  -1.209  -2.340  1.400
N  0.259  0.251  -0.387
C  1.587  1.300  -2.218
C  0.195  0.902  -1.727
C  0.311  0.932  2.159
C  -0.756  -1.968  0.103
C  0.526  1.333  0.681
C  -0.976  -0.452  -0.122
H  1.540  2.141  -2.932
H  -0.069  0.020  -2.371
H  -0.588  1.635  -1.786
H  1.952  0.418  -2.823
H  -0.458  -2.412  1.994
H  -1.639  -0.103  0.669
H  2.334  1.516  -1.465
H  1.562  1.546  0.502
H  1.295  0.979  2.631
H  -0.314  1.725  2.612
H  -1.778  -0.290  -1.013
H  0.320  -2.167  -0.012
H  -1.387  -2.554  -0.554
H  -0.096  2.218  0.550
H  -0.251  -0.006  2.263

Calculated values
spin multiplicity = 1
charge = 0
SMILES string = CCN(CC)CCO
LUMO energy = 0.038 Ha
M = 117.2 Da

=====

#y
A cluster of 2 separate species, C6H15NO in total, computed with the ωB97M-V functional and the def2-TZVPD basis.

Geometry (Å):
O  -0.093  -2.339  1.220
N  1.121  -2.150  -0.818
C  0.764  1.060  1.112
C  -0.033  -2.037  0.000
C  -0.187  1.674  0.132
C  -0.819  3.073  0.641
C  0.435  1.741  -1.266
C  -1.331  -1.557  -0.763
H  -2.141  -2.019  -0.266
H  -0.057  3.614  1.003
H  -1.576  2.802  1.353
H  -1.326  3.573  -0.262
H  1.995  -2.330  -0.333
H  1.047  0.773  -1.464
H  -0.349  1.992  -1.866
H  1.289  -1.745  -1.649
H  -0.988  0.854  0.183
H  -1.237  -2.017  -1.651
H  -1.469  -0.511  -0.813
H  1.297  0.143  0.522
H  0.494  0.732  2.186
H  1.318  2.419  -1.412
H  1.625  1.754  1.304

Calculated values
spin multiplicity = 1
charge = 0
SMILES string = CC(N)=O.CC(C)C
LUMO energy = 0.029 Ha
M = 117.2 Da

=====

Energy above the most stable structure, in hartree: #w 0.0931; #x 0.0128; #y 0.0000

=====

#w
A cluster of 2 separate species, C6H15NO in total, computed with the ωB97M-V functional and the def2-TZVPD basis.

Geometry (Å):
O  4.525  3.589  2.748
N  -1.967  0.480  -1.931
C  -0.890  -0.441  -2.229
C  -0.077  -0.551  0.202
C  0.262  -0.220  -1.239
C  -0.428  -1.967  0.557
C  -0.058  0.430  1.096
C  -1.949  -2.215  0.356
H  0.689  0.763  -1.392
H  4.271  4.517  2.782
H  -1.244  -1.481  -2.234
H  -0.102  1.492  0.866
H  -2.261  -3.000  1.052
H  1.002  -0.989  -1.494
H  -2.167  -2.582  -0.642
H  -0.102  -2.172  1.569
H  -2.507  -1.312  0.574
H  -1.672  1.283  -1.398
H  0.085  -2.700  -0.057
H  -2.632  0.668  -2.663
H  -0.480  -0.402  -3.255
H  -0.197  0.300  2.172
H  3.806  3.066  2.375

Calculated values
spin multiplicity = 1
charge = 0
SMILES string = C=C(CC)CCN.O
LUMO energy = 0.027 Ha
M = 117.2 Da

=====

#x
A cluster of 3 separate species, C6H15NO in total, computed with the ωB97M-V functional and the def2-TZVPD basis.

Geometry (Å):
O  -2.176  0.225  0.377
N  0.037  2.029  0.381
C  0.596  -1.582  0.385
C  0.454  -1.403  1.688
C  -2.725  0.277  -0.910
C  1.005  1.853  -0.395
C  -0.148  -2.590  -0.418
C  2.463  1.920  -0.082
H  -0.769  -2.088  -1.161
H  0.292  2.239  1.346
H  1.021  -0.658  2.226
H  -3.193  1.249  -1.114
H  -3.484  -0.498  -0.969
H  2.631  2.126  0.977
H  2.945  0.982  -0.350
H  0.754  1.625  -1.429
H  -1.480  0.903  0.442
H  -0.794  -3.188  0.217
H  -1.968  0.089  -1.684
H  0.542  -3.250  -0.938
H  2.927  2.708  -0.674
H  1.300  -0.973  -0.179
H  -0.229  -1.993  2.264

Calculated values
spin multiplicity = 1
charge = 0
SMILES string = [H]/N=C\C.C=CC.CO
LUMO energy = 0.035 Ha
M = 117.2 Da

=====

#y
A cluster of 2 separate species, C6H15NO in total, computed with the ωB97M-V functional and the def2-TZVPD basis.

Geometry (Å):
O  -1.844  -1.767  0.750
N  0.376  -0.222  -2.287
C  -2.301  0.328  -0.267
C  -1.884  -0.379  0.847
C  0.797  0.251  0.177
C  0.358  0.686  -1.156
C  1.296  1.381  1.068
C  1.655  -1.002  0.264
H  -2.669  -0.237  -1.115
H  -0.919  0.791  -0.949
H  1.183  -1.845  -0.240
H  -1.409  -2.133  1.527
H  -2.081  0.008  1.844
H  -2.813  1.267  -0.107
H  2.299  1.695  0.768
H  1.339  1.072  2.114
H  1.304  -0.594  -2.460
H  2.633  -0.833  -0.197
H  -0.257  -1.000  -2.123
H  0.749  1.658  -1.458
H  0.642  2.252  1.001
H  -0.275  -0.090  0.696
H  1.822  -1.285  1.305

Calculated values
spin multiplicity = 1
charge = 0
SMILES string = CC(C)CN.C=CO
LUMO energy = 0.025 Ha
M = 117.2 Da

=====

Energy above the most stable structure, in hartree: #w 0.0000; #x 0.0214; #y 0.0683

=====

#w
A cluster of 2 separate species, C6H15NO in total, computed with the ωB97M-V functional and the def2-TZVPD basis.

Geometry (Å):
O  -1.555  -0.216  2.773
N  0.423  1.419  -1.338
C  -0.080  0.007  -1.242
C  1.122  -0.919  -1.222
C  0.580  -1.176  2.438
C  -0.252  -0.105  2.340
C  -1.056  -0.345  -2.363
C  0.128  1.265  1.877
H  1.791  -0.920  -2.103
H  0.180  -2.152  2.796
H  1.117  1.490  -2.084
H  1.652  -1.150  2.226
H  -0.547  -0.361  -3.329
H  -0.643  -0.043  -0.316
H  -0.136  1.962  2.714
H  -1.880  0.395  -2.430
H  -0.518  1.517  1.040
H  0.702  -1.923  -1.107
H  -1.497  -1.355  -2.253
H  -0.328  2.050  -1.653
H  1.729  -0.798  -0.323
H  1.152  1.416  1.561
H  -2.087  -0.057  2.000

Calculated values
spin multiplicity = 1
charge = 0
SMILES string = C=C(C)O.CC(C)N
LUMO energy = 0.028 Ha
M = 117.2 Da

=====

#x
A cluster of 2 separate species, C6H15NO in total, computed with the ωB97M-V functional and the def2-TZVPD basis.

Geometry (Å):
O  0.070  0.568  -1.381
N  -1.104  -0.149  2.362
C  2.370  -0.132  -1.756
C  -3.031  -0.670  0.985
C  -0.849  -1.820  0.650
C  -1.614  -0.918  1.314
C  1.415  0.707  -0.880
C  1.700  2.161  -0.944
H  -3.064  0.353  0.652
H  2.303  0.243  -2.799
H  1.419  0.320  0.180
H  0.966  2.760  -0.378
H  0.119  -2.134  1.078
H  3.426  -0.040  -1.424
H  -0.220  -0.519  2.710
H  1.548  2.542  -2.014
H  -0.323  -0.132  -0.722
H  -1.775  0.099  3.044
H  -1.179  -2.357  -0.258
H  2.663  2.448  -0.647
H  -3.719  -0.839  1.804
H  2.173  -1.180  -1.680
H  -3.297  -1.312  0.104

Calculated values
spin multiplicity = 1
charge = 0
SMILES string = C=C(C)N.CC(C)O
LUMO energy = 0.032 Ha
M = 117.2 Da

=====

#y
A cluster of 2 separate species, C6H15NO in total, computed with the ωB97M-V functional and the def2-TZVPD basis.

Geometry (Å):
O  1.343  2.630  -0.639
N  -0.330  0.025  -1.318
C  -0.409  0.339  1.823
C  -1.426  -0.393  -2.132
C  0.368  -0.909  1.552
C  0.719  -0.961  -1.020
C  1.354  -0.786  0.362
C  -1.682  0.453  2.155
H  0.183  1.232  1.622
H  -1.998  -1.227  -1.691
H  -2.131  0.435  -2.219
H  -2.160  1.425  2.229
H  0.953  -1.189  2.426
H  -1.122  -0.654  -3.145
H  0.251  -1.959  -1.077
H  1.488  -0.851  -1.790
H  -2.370  -0.366  2.260
H  -0.223  -1.794  1.280
H  1.763  3.057  0.120
H  -0.564  0.533  -0.484
H  1.742  0.239  0.357
H  2.120  2.265  -1.089
H  2.133  -1.546  0.420

Calculated values
spin multiplicity = 1
charge = 0
SMILES string = C=CCCCNC.O
LUMO energy = 0.029 Ha
M = 117.2 Da

=====

Energy above the most stable structure, in hartree: #w 0.0040; #x 0.0000; #y 0.0168

=====

#w
A structure of composition C6H15NO, computed with the ωB97M-V functional and the def2-TZVPD basis.

Geometry (Å):
O  0.347  1.762  1.837
N  -2.993  -0.520  -0.225
C  -1.503  -0.341  -0.496
C  2.961  -0.178  -0.635
C  -1.089  0.912  -1.138
C  -0.751  -0.585  0.845
C  1.534  0.171  -0.274
C  0.766  -0.987  0.385
H  0.448  1.699  2.780
H  3.210  0.252  -1.625
H  0.716  -0.658  -0.790
H  -3.199  -1.456  0.074
H  1.287  1.153  0.163
H  2.979  -1.269  -0.775
H  3.644  0.209  0.125
H  1.262  -1.717  1.027
H  -0.780  1.539  -0.363
H  -1.225  -1.203  -1.117
H  -0.589  0.282  1.647
H  -0.368  0.856  -1.938
H  -1.230  -1.373  1.479
H  -2.003  1.344  -1.518
H  -3.422  0.108  0.533

Calculated values
spin multiplicity = 1
charge = 0
LUMO energy = -0.064 Ha
M = 117.2 Da

=====

#x
A cluster of 2 separate species, C6H15NO in total, computed with the ωB97M-V functional and the def2-TZVPD basis.

Geometry (Å):
O  -4.392  1.254  2.965
N  0.961  -2.338  -0.072
C  1.872  0.294  -1.101
C  -0.444  1.218  -0.690
C  2.523  1.111  0.050
C  0.393  -0.011  -0.765
C  0.100  -1.249  -0.364
C  -1.398  -1.654  -0.184
H  -3.689  0.813  2.495
H  -1.120  1.308  0.155
H  0.251  2.058  -0.620
H  -0.915  1.560  -1.627
H  2.491  -0.602  -1.079
H  -1.371  -2.543  0.437
H  -1.915  -0.784  0.212
H  -1.730  -1.957  -1.174
H  2.245  2.160  -0.008
H  3.611  1.301  -0.097
H  -5.076  1.300  2.312
H  1.354  -2.290  0.860
H  1.954  0.779  -2.068
H  1.777  -2.381  -0.669
H  2.519  0.653  1.033

Calculated values
spin multiplicity = 1
charge = 0
SMILES string = CC/C(C)=C(/C)N.O
LUMO energy = 0.025 Ha
M = 117.2 Da

=====

Energy above the most stable structure, in hartree: #w 0.2288; #x 0.0000

=====

#w
A cluster of 2 separate species, C6H15NO in total, computed with the ωB97M-V functional and the def2-TZVPD basis.

Geometry (Å):
O  1.644  -0.901  0.773
N  -0.811  -0.738  1.641
C  2.014  0.237  0.127
C  -2.691  0.389  0.524
C  -1.264  -1.408  -0.601
C  0.779  1.424  0.024
C  2.486  -0.047  -1.295
C  -1.524  -0.549  0.595
H  0.647  -0.824  1.301
H  0.024  1.215  -0.729
H  -2.012  -2.206  -0.623
H  1.353  2.266  -0.361
H  -1.355  -0.826  -1.518
H  2.836  0.862  -1.778
H  0.407  1.715  1.006
H  -1.064  -0.180  2.451
H  -3.576  -0.146  0.180
H  -0.261  -1.828  -0.547
H  2.796  0.771  0.693
H  1.674  -0.470  -1.882
H  -2.915  0.842  1.481
H  3.298  -0.771  -1.263
H  -2.484  1.173  -0.199

Calculated values
spin multiplicity = 1
charge = 0
SMILES string = CC(C)=N.CC(C)O
LUMO energy = 0.029 Ha
M = 117.2 Da

=====

#x
A cluster of 2 separate species, C6H15NO in total, computed with the ωB97M-V functional and the def2-TZVPD basis.

Geometry (Å):
O  2.389  -2.139  2.261
N  -0.693  -0.142  0.211
C  -0.328  -1.216  1.026
C  0.472  0.668  -0.084
C  0.252  1.158  -1.634
C  0.409  1.714  1.008
C  -1.107  0.569  -2.059
C  -1.530  -0.423  -0.966
H  -2.579  -0.472  -0.758
H  0.315  -0.765  1.766
H  0.151  1.315  2.002
H  -1.895  1.303  -2.264
H  0.172  -2.131  0.585
H  1.215  0.906  -2.150
H  -0.449  2.421  0.726
H  0.321  2.261  -1.640
H  1.445  0.192  -0.199
H  1.275  2.135  1.241
H  -1.274  -1.555  1.476
H  1.678  -1.492  2.216
H  2.174  -2.919  1.695
H  -1.067  0.060  -2.980
H  -1.346  -1.448  -1.479

Calculated values
spin multiplicity = 1
charge = 0
SMILES string = C[C@@H]1CCCN1C.O
LUMO energy = 0.033 Ha
M = 117.2 Da

=====

#y
An isolated molecule of C6H15NO, computed with the ωB97M-V functional and the def2-TZVPD basis.

Geometry (Å):
O  -2.124  1.603  1.872
N  0.560  -0.020  -1.686
C  0.382  -1.053  -2.714
C  -0.613  0.726  0.334
C  -0.426  0.076  2.748
C  -1.386  0.404  1.613
C  0.005  -0.462  -0.398
C  1.994  0.235  -1.511
H  0.104  1.538  0.489
H  -2.569  1.565  2.722
H  0.091  0.986  3.053
H  -1.327  1.177  -0.359
H  2.487  -0.681  -1.157
H  0.685  -1.017  0.264
H  -2.083  -0.417  1.478
H  -0.600  -1.508  -2.609
H  -0.943  -0.433  3.566
H  2.179  0.979  -0.735
H  0.351  -0.607  2.409
H  1.050  -1.938  -2.709
H  0.545  -0.560  -3.672
H  -0.786  -1.203  -0.558
H  2.425  0.609  -2.438

Calculated values
spin multiplicity = 1
charge = 0
SMILES string = C[C@@H](O)CCN(C)C
LUMO energy = 0.037 Ha
M = 117.2 Da

=====

#z
A cluster of 2 separate species, C6H15NO in total, computed with the ωB97M-V functional and the def2-TZVPD basis.

Geometry (Å):
O  0.092  -1.151  1.794
N  0.015  -2.221  -0.591
C  1.902  0.362  0.117
C  0.394  0.581  -0.006
C  -0.420  -0.702  0.793
C  0.003  0.912  -1.448
C  -1.917  -0.669  0.596
C  0.016  1.786  0.873
H  0.593  2.669  0.589
H  0.564  -1.627  -1.273
H  -1.041  2.035  0.786
H  2.158  0.065  1.134
H  -2.170  -0.554  -0.453
H  -2.335  0.157  1.169
H  0.593  1.756  -1.808
H  0.653  -2.725  0.017
H  0.221  1.584  1.925
H  -1.050  1.185  -1.525
H  0.182  0.064  -2.104
H  -2.347  -1.588  0.986
H  2.232  -0.423  -0.561
H  2.454  1.269  -0.129
H  -0.793  -2.763  -0.879

Calculated values
spin multiplicity = 1
charge = 0
SMILES string = CC(=O)C(C)(C)C.N
LUMO energy = 0.028 Ha
M = 117.2 Da

=====

Energy above the most stable structure, in hartree: #w 0.0119; #x 0.0437; #y 0.0039; #z 0.0000